ORCA calculation (ωB97M-V with the def2-TZVPD basis set) on a molecular structure, C14H19ClHfN2 in a non-equilibrium geometry.

Results
E ... -1162.01331 Eh
Total charge ... +2
Energy relative to the best compared isomer or geometry (same formula, charge and spin) ... 0.0 kcal/mol
Gap between HOMO and LUMO ... 0.290 Eh
HOMO energy ... -16.21 eV

Element x y z (Å)
C (3.4451, -3.5502, -1.5738)
H (-3.3502, 2.2750, -3.0597)
N (0.1841, 0.8904, 1.5597)
C (-2.0226, 3.3688, -0.1061)
H (2.6436, -3.3854, -0.8540)
H (0.9081, -2.4942, -1.2499)
H (0.2206, 3.4372, 4.4425)
H (-1.0056, 3.9712, 2.3138)
C (0.2151, 2.7321, 3.6195)
C (-2.7800, 3.3913, -1.2731)
C (-1.3232, 2.2123, 0.2303)
Cl (-2.7553, -1.5982, 0.7141)
H (1.3900, -0.3555, 2.7054)
H (-1.4407, -1.6616, 2.8739)
C (-0.5024, 2.0849, 1.4264)
H (0.6742, -0.9709, -2.1242)
H (-0.6381, -2.1706, -2.0735)
H (-2.0188, 0.2441, -2.3605)
C (-1.2123, -1.9992, 1.8556)
N (-1.4514, 1.0768, -0.5483)
H (2.2843, -4.0349, -3.3426)
C (0.9097, 1.5301, 3.7390)
H (-1.0928, -3.0863, 1.8562)
H (2.4914, -2.3032, -3.0771)
C (-2.7952, 2.2788, -2.1216)
H (3.7821, -4.5846, -1.4744)
C (-2.1062, 1.1375, -1.7429)
Hf (-0.5224, -0.7045, 0.2758)
C (2.9855, -3.2720, -2.9976)
H (-1.9579, 4.2172, 0.5795)
H (1.4803, 1.2944, 4.6325)
C (0.1739, -1.7120, -1.4802)
H (4.2837, -2.9045, -1.3049)
C (-0.4663, 3.0337, 2.4507)
C (0.8929, 0.6174, 2.6906)
H (3.8351, -3.2763, -3.6834)
H (-3.3584, 4.2711, -1.5177)


ORCA calculation (ωB97M-V with the def2-TZVPD basis set) on C3H4S2 in the gas phase in a non-equilibrium geometry.

Results
E ... -913.00506 Eh
Energy relative to the best compared isomer or geometry (same formula, charge and spin) ... 34.8 kcal/mol
Gap between HOMO and LUMO ... 0.284 Eh
HOMO energy ... -9.03 eV

Element x y z (Å)
C (-0.3786, -0.3012, -0.2398)
S (1.5535, -0.4458, -1.0244)
S (-1.4027, -1.4987, 1.9699)
H (0.6368, -0.2402, 1.6982)
H (0.5870, 1.5426, -0.0264)
H (0.0845, 1.4907, -1.8389)
C (0.3827, 0.8749, -0.8576)
C (-0.3041, -0.5758, 1.1508)
H (-1.1590, -0.8465, -0.8319)


ORCA calculation (ωB97M-V with the def2-TZVPD basis set) on a molecular structure, C2H4MgO2 in a non-equilibrium geometry.

Results
E ... -428.67746 Eh
Total charge ... +1
⟨S²⟩ ... 0.751
Gap between HOMO and LUMO (spin up / spin down) ... 0.244 / 0.360 Eh
Spin multiplicity ... 2
HOMO energy (spin up / spin down) ... -11.51 / -14.92 eV

Element x y z (Å)
O (0.6904, -0.0247, 0.3974)
C (-0.3821, 0.4513, -0.3480)
H (-2.3978, 0.4475, 0.1426)
O (1.7835, -0.4111, -0.4367)
H (-0.1535, 1.4307, -0.7604)
H (-1.6774, -1.2120, -0.2076)
Mg (3.5321, 0.3378, 0.2038)
H (0.1078, -0.8435, 0.9146)
C (-1.5030, -0.1760, 0.0942)


ORCA calculation (ωB97M-V with the def2-TZVPD basis set) on a molecular structure, C29H28AuBrN5O6S in a non-equilibrium geometry.

Results
E ... -4954.63399 Eh
Total charge ... +1
⟨S²⟩ ... 2.020
Gap between HOMO and LUMO (spin up / spin down) ... 0.262 / 0.170 Eh
Spin multiplicity ... 3
HOMO energy (spin up / spin down) ... -10.84 / -11.16 eV

Element x y z (Å)
C (3.1662, -0.4819, 5.2313)
C (3.3263, -1.9175, -1.3043)
C (1.4974, -0.7743, -4.3585)
C (-1.5906, 0.1503, -0.2136)
H (-4.6172, -1.3381, -0.2359)
H (-4.9840, 4.8083, -2.3870)
N (1.5649, -0.3425, -1.6197)
H (-1.0743, 1.0274, -0.5566)
H (0.7043, 4.3345, 2.0818)
H (4.8412, -3.9088, -3.6281)
C (2.3890, -1.2541, -2.1733)
C (3.4946, 0.5911, 4.3881)
H (-7.0648, 1.3867, 0.1335)
C (-2.9533, 0.0049, -0.4539)
N (-4.5796, 1.8043, -0.8318)
C (-4.9845, 1.8128, 0.5698)
H (-3.4597, 3.9544, -2.1045)
S (-0.0681, 2.1140, 2.2709)
C (-2.8335, -2.0818, 0.6973)
C (0.7237, 0.1966, -3.7784)
C (-5.2153, 2.7754, -1.7158)
H (0.0612, 0.8113, -4.3697)
H (-4.4108, 4.5389, -0.7295)
C (5.2232, -3.0264, 0.3307)
H (5.9379, -4.0858, -1.3879)
C (-6.2843, 1.0488, 0.8150)
H (-5.1326, 2.8574, 0.8534)
N (3.3405, -2.9298, -5.4629)
Br (3.8850, -0.5333, 6.9643)
O (3.6985, -4.0648, -5.6944)
H (1.4306, 3.4965, 3.4930)
C (0.5227, 3.6720, 2.9227)
C (4.1708, -3.1607, -3.2277)
H (2.0776, -2.3350, 5.4820)
H (-0.8664, -2.5904, 1.3855)
O (-3.1704, 1.1519, -2.4857)
C (-1.4846, -1.8592, 0.8805)
O (0.1388, 1.0978, 3.2961)
H (4.1510, 1.3793, 4.7295)
C (5.2082, -3.3927, -0.9901)
C (2.3935, -1.5188, -3.5613)
C (-3.5757, -1.1466, -0.0159)
H (-6.2451, 2.9122, -1.3846)
H (4.2474, -1.8099, 1.8239)
H (-4.1719, 1.4238, 1.1786)
C (2.1207, -0.4229, 2.6676)
C (4.2599, -2.1234, 0.7873)
H (1.1687, -2.3020, 3.2184)
H (-0.2715, 4.0557, 3.5568)
C (4.2412, -2.8370, -1.8453)
C (2.3241, -1.5252, 4.8095)
C (-3.5895, 1.0447, -1.3373)
H (1.4461, -0.9407, -5.4204)
H (-6.6249, 1.2230, 1.8356)
N (-0.8687, -0.7730, 0.4042)
H (-3.2941, -2.9896, 1.0598)
C (3.2973, -2.5333, -4.0446)
H (5.9675, -3.4099, 1.0132)
H (3.2149, 1.4429, 2.4649)
C (1.8156, -1.4961, 3.5373)
H (-6.1506, -0.0229, 0.6796)
C (0.7918, 0.3865, -2.3987)
N (3.3436, -1.5958, 0.0015)
C (-4.4707, 4.1075, -1.7292)
C (2.9710, 0.6176, 3.1213)
H (0.2024, 1.1558, -1.9253)
O (3.0450, -2.1017, -6.3002)
H (-5.2202, 2.3589, -2.7215)
O (0.8228, 1.8685, 1.0829)
O (-1.4533, 2.3447, 1.9244)
Au (1.4830, -0.3305, 0.7012)


ORCA calculation (ωB97M-V with the def2-TZVPD basis set) on a molecular structure, C43H37CoN4OS2Si in a non-equilibrium geometry.

Results
E ... -4423.82953 Eh
Total charge ... -1
Energy relative to the best compared isomer or geometry (same formula, charge and spin) ... 17.4 kcal/mol
⟨S²⟩ ... 0.792
Gap between HOMO and LUMO (spin up / spin down) ... 0.244 / 0.266 Eh
Spin multiplicity ... 2
HOMO energy (spin up / spin down) ... -4.07 / -4.67 eV

Element x y z (Å)
H (1.9038, -3.1751, -6.1089)
H (-1.7506, -1.6268, -1.8346)
H (-1.8415, 6.9630, -3.1368)
H (2.8773, -5.0434, 3.5327)
Si (-1.0274, -1.4696, 1.1397)
H (2.1870, 6.8244, -4.5972)
C (1.0345, -2.2926, -4.3361)
H (-0.1453, 7.6444, -4.7957)
H (4.2663, -1.4751, 3.8504)
C (1.1024, -3.3905, 1.1583)
C (2.1367, -4.3826, 3.0951)
C (0.8205, 5.2886, -1.8943)
C (-4.2849, -4.2592, -0.8925)
C (0.9661, 2.0557, 1.5448)
C (-1.4196, 2.5219, -0.7744)
C (-0.8209, 6.6000, -3.0468)
H (-1.1248, 5.1083, -0.0249)
C (1.7963, 1.0169, 2.1721)
C (-2.4718, 1.0534, 4.1799)
C (1.4392, 6.5248, -3.8717)
C (0.1332, 6.9865, -3.9803)
H (2.1776, 0.2728, -1.3669)
H (-4.5926, -1.5324, 4.7036)
H (-2.8742, -5.8614, -0.6656)
H (-0.9562, 1.1164, 2.6686)
C (2.3482, -0.5240, -3.2557)
H (0.8853, 4.1866, 1.3980)
H (-0.3239, -2.2355, 3.9996)
S (-2.4124, 3.8008, -1.5087)
C (-2.1132, -4.0138, 0.1348)
C (2.2321, -0.1326, 1.4539)
C (-0.1492, -3.0653, -4.3967)
C (3.2704, -0.6682, -4.2744)
H (-2.2418, 2.0454, 4.5517)
H (-5.0296, -4.8765, -1.3831)
C (2.1913, 1.1656, 3.5163)
H (1.0804, 4.6089, -1.0900)
H (2.7112, -4.8104, 1.0657)
C (-2.0174, -0.7481, 2.6007)
C (-1.1481, -2.8344, -3.5118)
H (-2.3281, 6.0719, -0.9193)
C (2.0419, -4.2520, 1.7121)
H (1.3611, -3.7332, 4.9894)
H (-3.3036, -2.4620, 2.8279)
H (-1.1778, -4.4670, 0.4453)
C (3.1666, -0.9848, 2.0920)
H (1.7611, 3.6032, 2.8240)
C (3.0492, 0.2836, 4.1364)
H (-5.4840, -2.4726, -0.9418)
C (-1.7457, 0.5240, 3.1163)
S (-1.9732, 0.9353, -1.1603)
C (3.1193, -1.6128, -5.3012)
C (1.2862, -3.6488, 3.9103)
H (1.0650, -3.2733, 0.0759)
Co (0.0397, -0.0954, -0.3920)
C (1.7770, 5.6732, -2.8265)
N (2.5556, 0.4340, -2.2916)
H (4.1422, -0.0216, -4.2660)
N (-0.4322, 2.8782, -0.0298)
C (-1.5444, 5.3187, -1.0057)
H (-3.7685, -1.0638, 0.1228)
C (-3.0583, -1.4709, 3.2010)
N (0.2962, 1.8013, 0.4743)
C (-3.4989, 0.3167, 4.7564)
H (3.4895, 0.8034, -2.2521)
C (0.9061, 3.4286, 2.1770)
H (-2.0857, -3.3762, -3.5371)
C (-3.5683, -2.1230, -0.0348)
C (2.0338, -2.4344, -5.3286)
C (1.1600, -1.3438, -3.2892)
H (-0.0152, 3.5446, 2.7573)
C (-2.3339, -2.6524, 0.3761)
C (-0.4910, 5.7503, -1.9930)
H (1.7833, 1.9836, 4.0985)
H (-4.0709, 0.7269, 5.5819)
H (-0.2450, -3.8150, -5.1751)
H (3.3168, 0.4186, 5.1777)
C (3.5641, -0.7860, 3.3916)
C (-4.5337, -2.9104, -0.6529)
N (0.1468, -1.1603, -2.3741)
C (-3.0735, -4.8084, -0.4929)
H (3.5238, -1.8347, 1.5215)
C (0.2170, -2.6552, 1.9599)
H (3.8762, -1.6834, -6.0729)
C (0.3374, -2.7979, 3.3466)
C (-3.7892, -0.9505, 4.2644)
C (-0.9529, -1.8487, -2.5247)
O (1.8530, -0.4237, 0.2442)
H (2.7907, 5.2991, -2.7379)